C5H9N | ωB97M-V/def2-TZVPD

Geometry as XYZ:
```
15
Properties=species:S:1:pos:R:3:lowdin_spin:R:1
N -2.84013 0.11871 0.76044 0.002
C 3.00669 0.33838 -0.95168 0.413
C 1.63613 0.49313 -0.95888 0.105
C -0.54991 0.18648 -0.05262 0.235
C 0.82255 0.02166 0.03886 0.111
C -1.53251 -0.52236 0.78369 0.046
H -3.16571 0.30777 1.69561 0.001
H 1.21516 0.93501 -1.86017 0.009
H 3.61091 0.21317 -1.83624 0.020
H -1.07452 -0.59256 1.77989 0.012
H -3.51275 -0.45327 0.27200 0.000
H 1.25771 -0.74800 0.67023 0.002
H 3.59352 0.37274 -0.03703 0.019
H -0.85494 0.90230 -0.80860 0.008
H -1.61220 -1.57313 0.50452 0.018
```

Summary:
LUMO level (spin up / spin down)   -5.46 / -7.54 eV
HOMO energy (spin up / spin down)   -13.74 / -13.72 eV
Total charge   +1
Spin multiplicity   2